A structure of composition C16H24F6N3O10S2Sr, computed with ωB97M-V/def2-TZVPD.

```
62
Properties=species:S:1:pos:R:3:lowdin_spin:R:1
Sr -0.135 0.062 0.109 -0.001
C 3.245 -0.652 -2.805 0.000
F 4.504 -0.909 -3.231 0.000
F 2.710 0.138 -3.742 0.000
F 2.657 -1.849 -2.657 0.000
S 3.248 0.302 -1.126 0.000
O 3.333 -0.818 -0.161 0.000
O 4.456 1.064 -1.168 0.000
N 1.648 1.164 -1.003 0.000
S 2.022 2.551 -1.464 0.000
O 2.860 3.283 -0.573 0.000
O 2.368 2.621 -2.902 0.000
C 0.344 3.459 -1.422 0.000
F -0.295 3.191 -2.475 0.000
F -0.331 2.986 -0.362 0.000
F 0.434 4.779 -1.251 0.000
C -2.658 0.726 -3.793 0.324
C -2.705 0.045 -4.945 0.026
C -1.751 -1.191 -5.103 -0.004
O -1.625 -1.797 -6.265 0.203
C -0.931 -1.683 -4.145 0.207
C -0.912 -1.015 -2.834 -0.019
C -1.721 0.341 -2.661 -0.002
O -1.806 0.858 -1.570 0.000
O -0.286 -1.426 -1.882 -0.033
O -3.236 0.619 -5.910 0.280
H -3.074 1.710 -3.635 0.013
H -0.429 -2.623 -4.323 0.008
C -2.511 1.349 3.909 0.000
C -1.828 0.525 2.795 0.000
C -2.709 -0.556 2.090 0.000
O -2.128 -1.023 0.842 0.000
C -3.068 -1.808 0.100 0.000
N -1.433 1.548 1.815 0.000
H -1.872 2.128 4.325 0.000
H -3.042 0.846 4.717 0.000
H -3.356 1.967 3.606 0.000
H -0.896 0.078 3.141 0.000
H -3.661 -0.075 1.863 0.000
H -3.043 -1.326 2.786 0.000
H -3.439 -2.581 0.774 0.000
H -2.553 -2.364 -0.683 0.000
H -3.972 -1.313 -0.253 0.000
H -1.134 2.444 2.173 0.000
H -2.270 1.824 1.321 0.000
C 1.711 -3.093 2.924 0.000
C 1.153 -1.903 2.203 0.000
C 1.994 -0.616 2.611 0.000
O 1.495 0.545 2.011 0.000
C 2.215 1.753 2.183 0.000
N 1.123 -2.098 0.736 0.000
H 2.799 -3.124 2.871 0.000
H 1.360 -4.003 2.437 0.000
H 1.504 -2.942 3.983 0.000
H 0.165 -1.841 2.660 0.000
H 3.025 -0.827 2.326 0.000
H 2.028 -0.550 3.698 0.000
H 2.483 1.982 3.214 0.000
H 1.857 2.595 1.591 0.000
H 3.162 1.536 1.689 0.000
H 2.115 -2.073 0.548 0.000
H 0.791 -2.941 0.289 0.000
```

Output
Electronic energy = -2966.91161 Eh
Maximum force = 0.150 Eh/bohr
Net charge = 0
Orbital gap (spin up / spin down) = 0.302 / 0.195 Ha
Spin multiplicity = 2